3 unconnected molecules or ions with the total composition C14H26FN3O3S. Source: the OMol25 dataset; level of theory: wB97M-V/def2-TZVPD.

Properties
2S+1 = 1
LUMO = 0.02469 Eh
Charge = 0
Gap between HOMO and LUMO = 10.493 eV
Maximum force = 6.29 eV Å⁻¹
E_tot = -1436.8678 Eh
E_HOMO = -9.8 eV

Last column: natural (NBO) charge in e.
Element x y z (Å)
C (-5.354, 1.270, -0.170)  -0.6522
C (-4.227, 1.074, -1.352)  -0.4967
C (-3.926, -0.506, -1.739)  0.4489
F (-2.729, -0.665, -2.646)  -0.3870
O (-3.910, -1.419, -0.586)  -0.6742
S (-2.770, -0.961, 0.595)  1.6507
O (-2.574, -2.215, 1.530)  -0.8639
O (-1.238, -0.643, -0.044)  -0.7094
C (-0.637, 0.378, 0.842)  -0.1914
C (-0.599, 1.912, 0.178)  0.3015
C (-0.652, 3.162, 1.282)  -0.6957
N (-0.506, 2.147, -1.187)  -0.6466
H (-4.748, 1.544, 0.820)  0.2225
H (-6.141, 2.112, -0.375)  0.2312
H (-5.959, 0.278, 0.082)  0.2298
H (-3.225, 1.692, -1.160)  0.2563
H (-4.691, 1.559, -2.339)  0.2299
H (-4.852, -0.844, -2.414)  0.1916
H (0.406, 0.039, 1.262)  0.2754
H (-1.351, 0.488, 1.793)  0.2090
H (-0.821, 2.685, 2.361)  0.2253
H (-1.560, 3.879, 1.102)  0.2400
H (0.336, 3.790, 1.314)  0.2471
H (-0.462, 1.219, -1.649)  0.3465
C (1.855, -4.534, 3.380)  -0.6120
C (1.191, -4.176, 2.057)  -0.3801
C (1.388, -2.712, 1.665)  -0.5220
C (0.748, -1.789, 2.612)  0.3090
N (0.249, -1.063, 3.368)  -0.3528
H (1.426, -3.966, 4.211)  0.2161
H (1.713, -5.598, 3.597)  0.2155
H (2.930, -4.335, 3.345)  0.1999
H (0.121, -4.411, 2.116)  0.2204
H (1.614, -4.811, 1.269)  0.2064
H (0.960, -2.553, 0.668)  0.2609
H (2.458, -2.487, 1.590)  0.2442
C (3.910, 0.712, -3.286)  -0.6125
C (3.735, 2.180, -2.919)  -0.3815
C (4.094, 2.480, -1.464)  -0.5142
C (3.201, 1.799, -0.517)  0.3204
N (2.500, 1.251, 0.229)  -0.3657
H (3.245, 0.070, -2.700)  0.2141
H (3.673, 0.558, -4.344)  0.2190
H (4.941, 0.386, -3.117)  0.2018
H (2.701, 2.482, -3.123)  0.2181
H (4.378, 2.783, -3.571)  0.2088
H (4.028, 3.562, -1.300)  0.2534
H (5.134, 2.194, -1.269)  0.2443